[1]
Density functional theory data (ωB97M-V/def2-TZVPD) for 7 unconnected molecules or ions with the total composition C25H43NO18 in a non-equilibrium geometry.

Properties
Energy relative to the best compared isomer or geometry (same formula, charge and spin) ... 475.46 kJ/mol
SMILES string ... C[C@H]1COC(=O)O1.C[C@H]1COC(=O)O1.C[C@H]1COC(=O)O1.COC(=O)OC.COC(=O)OC.COC(=O)OC.CCCC#N
E_HOMO ... -9.96 eV

```
! wB97M-V def2-TZVPD RIJCOSX def2/J DEFGRID3
* xyz 0 1
C -5.04254 -0.34394 2.43507
C -4.06554 0.69006 3.02307
C -4.54854 1.26706 4.33107
O -3.53954 0.88006 5.20607
C -2.68654 0.04706 4.62407
O -1.78554 -0.56494 5.20907
O -2.93254 -0.04494 3.33607
H -5.89954 0.17806 2.03607
H -5.32554 -1.16894 3.06007
H -4.51654 -0.78594 1.56207
H -3.82054 1.50206 2.28907
H -5.51854 0.82306 4.70007
H -4.55954 2.34006 4.33207
C -1.67654 -1.91694 -3.61893
C -0.38554 -1.11594 -3.81793
C -0.36854 0.29706 -3.20793
O 0.42646 0.19106 -2.02693
C 0.98846 -0.97294 -2.01693
O 1.86646 -1.39294 -1.24293
O 0.58646 -1.76694 -3.02193
H -2.56854 -1.44794 -3.94793
H -1.94754 -2.08694 -2.59893
H -1.54354 -2.96394 -3.87593
H -0.14554 -1.14294 -4.87893
H -1.27754 0.75406 -2.97293
H 0.17946 0.86706 -3.95993
C 2.64946 0.96106 1.14607
C 1.20746 0.65306 1.57407
C 0.82446 0.95306 3.00407
O -0.25454 1.85606 2.94807
C -0.44154 2.21106 1.64607
O -1.21554 3.08606 1.31707
O 0.31746 1.48806 0.84107
H 2.77046 0.72206 0.06507
H 3.34646 0.31906 1.67607
H 2.89646 2.02406 1.23407
H 1.00546 -0.36594 1.37507
H 1.55146 1.32006 3.72607
H 0.37146 0.03606 3.45007
C 3.44146 2.09806 -4.52193
O 3.98846 1.93106 -3.21993
C 4.62246 0.83306 -2.87793
O 4.77946 -0.29594 -3.72893
O 4.99046 0.72006 -1.58893
C 5.37346 -0.48894 -0.99293
H 4.28446 1.91606 -5.29193
H 3.04346 3.16606 -4.70893
H 2.63646 1.41306 -4.85993
H 4.75746 -1.27594 -1.32293
H 5.45946 -0.46094 0.09207
H 6.32646 -0.85494 -1.34693
C 0.08646 3.61906 -1.90693
O -0.59654 4.74606 -2.48993
C -1.61354 4.63706 -3.29293
O -2.25754 3.37906 -3.59493
O -2.00354 5.74106 -3.69493
C -3.12154 5.87506 -4.55393
H 0.69446 3.02806 -2.60893
H -0.60454 2.92106 -1.37993
H 0.79246 3.96106 -1.11893
H -3.06254 6.85706 -5.10993
H -3.97054 5.87806 -3.92793
H -3.21154 5.07606 -5.29293
C 3.46846 -2.82094 1.67207
O 2.57246 -2.11694 2.55007
C 1.73446 -2.83894 3.30607
O 1.45546 -4.23894 3.00207
O 1.25246 -2.20394 4.33307
C 0.35546 -2.92394 5.22807
H 4.27046 -3.19894 2.26907
H 3.93546 -2.21094 0.83907
H 3.05546 -3.65594 1.14107
H 0.65646 -3.87594 5.61507
H -0.61654 -2.98394 4.79107
H 0.08546 -2.19094 5.93907
C -1.66154 -1.78194 0.34307
C -1.11254 -3.00494 1.07107
C -0.08854 -3.78894 0.29307
C -0.77854 -4.34094 -0.87193
N -1.31354 -4.78694 -1.80593
H -0.89754 -1.23494 -0.16493
H -2.16554 -1.10294 0.98407
H -2.32954 -2.05594 -0.44593
H -1.84554 -3.73094 1.37807
H -0.67354 -2.62194 1.94707
H 0.04046 -4.64494 0.95907
H 0.84346 -3.44794 0.01007
*
```

=====

[2]
Density functional theory data (ωB97M-V/def2-TZVPD) for a molecular structure, C25H44BeF2IKLiNO8S in a non-equilibrium geometry.

Properties
E_HOMO ... -5.00 eV

```
! wB97M-V def2-TZVPD RIJCOSX def2/J DEFGRID3
* xyz 0 1
C -0.74827 -1.34591 1.89515
C 0.46054 -1.88848 1.96857
C 2.02490 -2.24599 1.66452
S 2.97234 -0.75630 0.97315
C 1.87885 0.01272 -0.32074
C 2.50415 0.07781 -1.80836
C 3.67650 1.18440 -2.00753
I 2.71018 3.16634 -1.89298
C 4.55036 -1.44055 0.27251
O 4.31116 -2.48557 -0.72745
O 5.29380 -3.41489 -0.55175
H -1.75495 -0.81933 1.67135
H 2.47518 -2.57522 2.68688
H 2.12808 -3.08359 0.86409
H 0.85049 -0.53043 -0.42218
H 1.62097 1.08315 0.06026
H 1.63230 0.41632 -2.50904
H 2.82769 -0.96302 -2.23108
H 4.54733 1.10424 -1.26321
H 4.03333 1.08998 -3.11406
H 5.29940 -0.61674 -0.08690
H 5.09562 -1.96756 1.17794
H 4.82127 -4.27808 -0.73158
C 6.74191 2.77837 -0.77485
O 7.33990 3.78535 -0.38934
O 6.71010 2.36975 -1.95383
O 6.07597 2.01330 -0.04448
F 5.41236 -1.05198 3.99871
C 5.96703 -2.20244 4.41103
C 7.07255 -2.70861 3.73984
C 7.65012 -3.89659 4.17235
C 7.11067 -4.57484 5.26627
C 6.00037 -4.06172 5.92909
C 5.42833 -2.86485 5.50288
H 7.47277 -2.17307 2.88708
H 8.51899 -4.29636 3.65888
H 7.56006 -5.50574 5.60071
H 5.57955 -4.59234 6.77795
H 4.56865 -2.44550 6.01372
C -2.15900 0.85150 -2.51551
C -2.83635 1.53527 -1.34023
C -3.78390 0.63253 -0.55047
C -4.99424 0.02860 -1.26128
N -6.28885 0.87704 -1.36214
C -6.10683 2.27924 -1.91872
C -5.86739 2.06694 -3.40023
C -6.79839 0.92869 -3.77506
C -7.16819 0.22263 -2.47809
C -7.14254 0.87513 -0.08135
C -6.49891 1.52571 1.13845
C -5.96590 0.49375 2.12878
H -2.87750 0.50842 -3.26508
H -1.47995 1.55375 -3.00599
H -1.57139 -0.01021 -2.17999
H -3.33086 2.44260 -1.68517
H -2.05336 1.87356 -0.65265
H -4.06928 1.16620 0.35357
H -3.18102 -0.21504 -0.20022
H -5.29739 -0.88529 -0.73565
H -4.71936 -0.27233 -2.27783
H -7.04836 2.82229 -1.76333
H -5.31328 2.79997 -1.38240
H -4.83079 1.78040 -3.59332
H -6.06524 2.96920 -3.98681
H -6.31935 0.24235 -4.48143
H -7.70152 1.30763 -4.26411
H -6.98742 -0.85367 -2.48811
H -8.21798 0.40629 -2.23524
H -7.43178 -0.16336 0.10716
H -8.05214 1.43408 -0.32899
H -7.26861 2.10052 1.66633
H -5.73094 2.25585 0.86737
H -6.79416 -0.04060 2.60430
H -5.38955 0.98552 2.91606
H -5.32473 -0.25064 1.65099
F 5.10469 -2.92497 2.43384
Li -5.88469 4.51383 -2.13989
O 8.49044 6.40649 -0.35554
H 8.42241 5.46123 -0.43177
K -5.96682 -2.05243 -3.00702
Be 5.16685 -1.75004 -2.42823
O 7.79896 -1.49905 -0.80310
H 7.71968 -2.44589 -0.87412
O -3.51775 4.18854 0.24119
H -3.08787 3.53174 0.77745
*
```

=====

[3]
Density functional theory data (ωB97M-V/def2-TZVPD) for a molecular structure, C25H44CeO2P2 in a non-equilibrium geometry.

Properties
Energy relative to the best compared isomer or geometry (same formula, charge and spin) ... 21.06 kJ/mol
E_HOMO (alpha / beta) ... -10.47 / -10.47 eV
Expectation value of S² ... 0.75

```
! wB97M-V def2-TZVPD RIJCOSX def2/J DEFGRID3
* xyz 1 2
Ce -0.36140 0.28131 -0.42946
C -0.83121 -2.13585 0.80499
C 0.49504 -2.12988 0.27094
C 0.42014 -0.64789 2.04999
C -0.87527 -1.21765 1.89253
C 1.27315 -1.20553 1.04618
C -1.97283 -2.99920 0.37173
H -1.66010 -3.71004 -0.40288
H -2.79949 -2.38804 -0.02320
H -2.37673 -3.57769 1.21766
C -2.06077 -0.89307 2.72863
H -2.86658 -1.61386 2.56060
H -2.43579 0.11401 2.49417
H -1.80645 -0.90304 3.79738
C 0.80558 0.32877 3.10101
H 0.36950 0.05477 4.07169
H 0.44052 1.33305 2.84128
H 1.89354 0.36827 3.20680
C 2.72404 -0.91267 0.89695
H 3.28551 -1.35509 1.73408
H 2.92805 0.16892 0.91198
H 3.12470 -1.33240 -0.03234
C 1.02851 -3.02651 -0.79861
H 1.54856 -3.90004 -0.36875
H 1.75753 -2.48756 -1.42175
H 0.21732 -3.40524 -1.43462
C -1.83318 1.23075 -6.03190
C -1.94039 -0.11458 -6.04214
C -1.19873 -0.98010 -7.01433
C 0.28574 -0.57877 -7.24362
C 1.00744 0.00629 -6.06326
C 1.14236 1.33648 -5.84031
C 0.40393 2.38693 -6.61800
C -1.05245 2.02977 -7.02500
H -1.74192 -0.93565 -7.98032
H 0.34425 0.09363 -8.11673
H -1.23293 -2.03471 -6.69526
H -1.05639 1.54622 -8.01693
H -2.47047 1.84056 -5.37805
H -2.75551 -0.61419 -5.51084
H -1.57822 2.99324 -7.14595
H 0.37851 3.32416 -6.03150
H 1.92459 1.69714 -5.16202
H 0.98819 2.61825 -7.53257
H 0.82777 -1.50246 -7.51936
H 1.55378 -0.72438 -5.45506
P -1.67472 -0.04867 -2.78878
P 1.87305 1.32951 -1.74594
C -0.57454 1.30311 -3.45913
C 0.48168 2.14034 -2.71118
H -1.23504 2.01481 -3.97277
H -0.10061 0.73281 -4.26087
H 1.03597 2.72208 -3.46387
H -0.02209 2.86980 -2.05176
C 2.57742 2.76547 -0.86988
H 3.34464 2.39799 -0.17531
H 1.81247 3.29469 -0.28352
H 3.03820 3.46621 -1.57851
C 3.16115 0.81808 -2.89503
H 3.56236 1.68463 -3.44232
H 2.77963 0.07062 -3.60812
H 3.98302 0.35069 -2.32590
C -3.37894 0.38212 -3.14587
H -3.99905 -0.43203 -2.74745
H -3.63012 0.55243 -4.19825
H -3.62109 1.28912 -2.56852
C -1.10145 -1.60517 -3.55040
H -0.17627 -1.95666 -3.06984
H -0.89921 -1.51529 -4.62721
H -1.87507 -2.37317 -3.39467
O -2.01252 3.88751 0.70367
C -1.20555 3.16930 1.27821
O -0.63021 2.08203 0.77564
H -0.84796 3.35813 2.31776
*
```

=====

[4]
Density functional theory data (ωB97M-V/def2-TZVPD) for a molecular structure, C25H44Cl3N4O3SiZn in a non-equilibrium geometry.

Properties
Energy relative to the best compared isomer or geometry (same formula, charge and spin) ... 273.14 kJ/mol
E_HOMO ... -5.49 eV

```
! wB97M-V def2-TZVPD RIJCOSX def2/J DEFGRID3
* xyz -1 1
C 0.21599 -4.51003 -3.94739
C -0.67499 -3.48390 -3.38039
H -0.01553 -4.60742 -5.01002
H -0.07879 -5.41831 -3.41325
H 1.26927 -4.30952 -3.80967
C -1.99210 -3.74719 -3.31800
C -2.65642 -4.84266 -4.08823
H -2.72238 -3.06239 -2.86792
H -2.56015 -5.90438 -3.76495
H -2.33637 -4.85775 -5.15035
H -3.73014 -4.57609 -4.12582
Zn 2.16273 0.95280 0.87374
Cl 4.05960 1.60694 -0.10962
Cl 2.16570 -0.23334 2.79153
H 2.55862 3.82620 5.05670
H 5.35670 2.82682 3.65220
C 2.66677 2.82417 4.62989
C 4.57078 2.24690 3.13228
N 3.26729 2.85560 3.31935
H 1.67859 2.35729 4.59264
C 2.68803 3.47186 2.27273
O 1.52319 4.03146 2.34333
H 4.79142 2.22334 2.05241
H 3.27824 3.47223 1.35122
H 3.31332 2.23943 5.28118
H 4.55276 1.20235 3.48895
H -2.07792 -4.22303 0.56233
H -3.97305 -3.91253 -0.91990
C -2.24941 -3.31252 1.15175
C -4.42642 -3.39305 -0.05537
N -3.39149 -2.59915 0.60742
H -1.37154 -2.65516 1.08661
C -3.52617 -1.30231 0.97328
O -2.60283 -0.69910 1.61897
H -5.22789 -2.73702 -0.40983
H -4.48351 -0.83428 0.69208
H -2.40568 -3.56309 2.21820
H -4.86422 -4.14995 0.61781
O 0.29405 -3.06449 -1.51806
C -0.03149 -2.27729 -2.68405
C -2.18771 -1.12199 -2.01504
C -0.97659 -1.05634 -2.69252
H -2.42664 -2.02049 -1.42913
C -3.10830 -0.03957 -2.06732
H 0.87104 -1.94159 -3.27439
C -0.76680 -0.02318 -3.62355
H -3.96121 -0.08789 -1.41254
C -2.84929 1.03213 -2.93661
C -1.65844 1.04424 -3.67303
H 0.14854 -0.02864 -4.24013
H -3.57541 1.82750 -3.00673
H -1.39726 1.89399 -4.29295
Si 1.60118 -3.11779 -0.33173
Cl 1.04174 -0.44826 -0.51098
C 0.87464 -3.79185 1.35136
C 3.33284 -2.48520 0.50368
C 2.47877 -4.43600 -1.44979
H 0.54076 -2.94945 1.99201
H 1.55843 -4.36150 2.02491
H 0.01410 -4.47905 1.20734
H 1.73421 -5.19189 -1.74079
H 3.40180 -4.97112 -1.19986
H 2.71279 -3.86171 -2.34910
H 3.28535 -2.02995 1.51137
H 3.88902 -1.73475 -0.08056
H 4.02729 -3.33944 0.65212
C -2.77461 2.38980 2.13360
C -1.63463 2.45650 1.20221
C -1.32427 3.12694 -0.01227
C 0.01552 2.72795 -0.34867
N 0.45795 1.92028 0.63531
N -0.55049 1.74817 1.51387
C 0.72685 3.09651 -1.58527
H -2.48100 2.74004 3.13924
H -3.61988 2.98645 1.77299
H -3.08760 1.33951 2.25175
H -1.89252 3.77678 -0.61498
H -0.42238 1.16793 2.33106
H 0.68677 4.18894 -1.70722
H 1.79115 2.81370 -1.65234
H 0.19044 2.64821 -2.43868
*
```

=====

[5]
Density functional theory data (ωB97M-V/def2-TZVPD) for a molecular structure, C25H44ClNO13P3SZr in a non-equilibrium geometry.

Properties
Energy relative to the best compared isomer or geometry (same formula, charge and spin) ... 0.00 kJ/mol
E_HOMO ... -11.36 eV

```
! wB97M-V def2-TZVPD RIJCOSX def2/J DEFGRID3
* xyz 1 1
Zr -5.26620 -0.14920 19.03913
O -3.64748 -1.36359 18.95056
N -3.39630 -2.66667 18.54293
C -2.15679 -3.00780 18.07812
C -1.94699 -4.35209 17.70909
C -2.97413 -5.28819 17.89500
C -4.27419 -4.87147 18.21641
C -4.51635 -3.50638 18.53285
S -6.04078 -2.84154 18.83256
H -1.40960 -2.20654 18.20618
H -0.97304 -4.67244 17.32399
H -2.73573 -6.29819 17.61627
H -5.07010 -5.63024 18.28832
C -9.61690 -1.58611 19.77370
C -9.15866 -0.23780 20.39041
O -10.38250 0.16463 21.07331
P -8.55396 0.70334 18.91508
O -8.16263 2.20675 19.43197
O -9.89852 0.84518 18.18388
O -7.34996 0.09298 18.22926
P -7.71242 -0.26022 21.56725
O -7.86554 -1.62168 22.38153
O -6.44280 -0.30532 20.68673
O -7.87065 0.87087 22.54223
H -10.50451 -1.37346 19.15076
H -9.86985 -2.26562 20.59180
H -8.92658 -2.11746 19.13332
H -10.15362 0.59451 21.90973
H -8.97148 2.58911 19.84258
H -9.84185 1.01753 17.19649
H -7.19395 -2.30105 22.12481
O -6.31507 1.75080 16.01002
Cl -5.15613 1.58316 16.76728
O -4.02306 2.32495 16.26537
O -4.64075 0.15858 16.80959
O -5.38365 1.94515 18.23126
O -3.88457 0.98881 20.29809
P -3.48299 1.87974 21.48039
C -2.99549 1.08525 23.09842
C -3.03521 -0.44539 22.91057
C -2.48446 -1.35317 24.04675
C -1.29017 -0.75918 24.74975
C -1.50368 0.69486 25.07720
C -1.64175 1.48512 23.79438
C -1.97642 2.83289 20.99498
C -1.73082 3.25744 19.51151
C -0.90105 4.53719 19.39668
C 0.20927 4.63758 20.47081
C -0.23001 4.35279 21.90129
C -1.77251 4.09557 21.91673
C -4.96292 2.94562 21.82388
C -4.94745 3.72398 23.16356
C -5.91048 4.89369 23.21163
C -7.04021 4.81219 22.11563
C -6.29680 5.00133 20.84067
C -5.24408 3.93759 20.64023
H -3.83261 1.38643 23.83047
H -2.53130 -0.66786 21.97070
H -4.08539 -0.76347 22.79966
H -2.28665 -2.29715 23.60565
H -3.29688 -1.52369 24.73395
H -0.45586 -0.84553 24.02845
H -0.99396 -1.27853 25.68252
H -0.73257 1.14551 25.71601
H -2.45256 0.74849 25.62449
H -0.79521 1.26191 23.15297
H -1.57948 2.58295 23.94329
H -1.17473 2.20651 21.25430
H -2.65449 3.45217 18.92434
H -1.20641 2.45954 18.96052
H -1.55353 5.43196 19.40664
H -0.45262 4.44225 18.44561
H 0.56950 5.65992 20.48529
H 1.04076 3.90932 20.20400
H 0.11513 5.18408 22.53761
H 0.31777 3.47208 22.31083
H -2.29237 4.95875 21.52592
H -2.15951 3.92116 22.92595
H -5.76104 2.19688 21.88317
H -3.96428 4.17043 23.34850
H -5.10054 3.01611 24.01890
H -5.32651 5.83076 23.02628
H -6.29048 4.94764 24.25647
H -7.84771 5.49757 22.12220
H -7.51427 3.78584 22.10151
H -5.80363 5.99062 20.86317
H -6.90909 5.05026 19.94574
H -4.36509 4.50380 20.26518
H -5.58211 3.31427 19.78439
*
```

=====

Energy: -64961.921 -85777.008 -62234.421 -132610.142 -107248.430 (eV)